Record 1
2 unconnected molecules or ions with the total composition C21H21BF2O6 at a distorted geometry. Source: the OMol25 dataset; level of theory: ωB97M-V with the def2-TZVPD basis set.

Results
DFT total energy	-40517.744	eV
HOMO level	-8.0	eV
LUMO level	0.0047	Ha

CARTESIAN COORDINATES (ANGSTROEM)
F 4.57536 2.24180 -4.56481
C 4.44516 2.16327 -3.19551
C 5.56643 2.38651 -2.39860
C 5.41466 2.29404 -1.01242
C 4.17715 1.97591 -0.45111
C 3.03882 1.75875 -1.26593
C 1.78122 1.44227 -0.65085
C 0.62445 1.19343 -1.29280
C -0.61038 0.84177 -0.58056
C -1.88341 0.67847 -1.36669
C -3.07653 0.52623 -0.64467
C -4.27091 0.24885 -1.30292
C -4.29968 0.17985 -2.69722
C -3.11469 0.38240 -3.39252
F -3.13750 0.37622 -4.76184
C -1.90111 0.64377 -2.76262
C 3.18974 1.85306 -2.67675
H 6.51749 2.60653 -2.85846
H 6.27071 2.46915 -0.35762
H 4.04778 1.92010 0.63332
H 1.78651 1.29772 0.41333
H 0.57434 1.27237 -2.36413
H -0.76737 1.42969 0.39026
H -0.45168 -0.08302 -0.09162
H -3.01371 0.56249 0.45734
H -5.16740 0.08155 -0.71301
H -5.22454 0.02592 -3.23373
H -0.97244 0.71020 -3.34345
H 2.32775 1.70608 -3.33513
C 2.60226 -2.84516 1.44507
C 1.56702 -1.75928 1.60111
O 1.87801 -0.58093 1.67767
O 0.28971 -2.23123 1.63801
B -0.77683 -1.65203 2.25713
O -2.02315 -1.98885 1.88446
C -2.50780 -2.57181 0.72759
C -3.78062 -3.33139 0.99016
O -2.01533 -2.45654 -0.37688
O -0.54058 -0.70437 3.19325
C -1.22251 0.47910 3.48943
C -1.14575 0.75748 4.96495
O -1.74700 1.20415 2.64425
H 2.12113 -3.81532 1.28180
H 3.31701 -2.64154 0.62656
H 3.21385 -2.87462 2.36454
H -4.08287 -3.18828 2.03422
H -4.59191 -3.01912 0.30999
H -3.57600 -4.39300 0.77092
H -0.21704 0.32236 5.33820
H -1.19367 1.83075 5.14820
H -2.01415 0.27423 5.41014

Record 2
A molecular structure, C22H25N3O3Sr at a distorted geometry. Source: the OMol25 dataset; level of theory: ωB97M-V with the def2-TZVPD basis set.

Results
DFT total energy	-34652.255	eV
charge	+2
HOMO level	-10.8	eV
LUMO level	-0.2239	Ha

CARTESIAN COORDINATES (ANGSTROEM)
C 4.27452 0.31318 -2.89891
C 5.06019 -0.83286 -2.72876
H 4.68084 1.08798 -3.55719
H 3.16097 0.03361 -3.23850
C 4.60712 -1.85877 -1.93521
C 3.32649 -1.57005 -1.03182
H 3.74517 -0.96685 -0.15590
H 2.97292 -2.55347 -0.67829
C 6.40464 -0.89307 -3.50796
H 6.44373 0.01704 -4.12788
H 6.49718 -1.75182 -4.20602
H 7.29780 -0.87517 -2.85087
C 5.46516 -3.11236 -1.91148
H 6.51219 -2.94070 -1.56182
H 5.61081 -3.47345 -2.95009
H 5.09417 -3.98788 -1.34378
Sr -1.02732 1.38415 1.56235
O 0.68861 0.45526 -0.29196
C 0.93091 -0.67246 -0.75747
O -1.45333 -0.78983 0.90149
C -1.24371 -1.55450 -0.06617
O -2.06835 -2.53541 -0.35385
N -0.17146 -1.52693 -0.94637
C -1.59988 -3.22622 -1.57032
C -0.24268 -2.66063 -1.86954
H -2.30688 -2.99318 -2.37953
H -1.54354 -4.29612 -1.34091
H -0.12151 -2.34650 -2.91352
H 0.55468 -3.37602 -1.64688
C 2.13580 -0.96718 -1.66192
C 2.42005 0.35342 -2.35719
H 1.79055 -1.70531 -2.35960
H 2.52538 1.18146 -1.63403
H 1.56158 0.57794 -3.02660
C -3.01164 0.87508 6.02555
C -4.26239 1.50961 5.97006
C -4.64418 2.10980 4.76837
C -3.78276 2.05843 3.65370
N -2.56574 1.43249 3.72022
C -2.19455 0.86472 4.88888
C -4.15900 2.67543 2.37293
C -5.35481 3.39600 2.20493
C -5.65216 3.92918 0.95519
C -4.74222 3.74111 -0.09920
C -3.56285 3.01895 0.13900
N -3.26741 2.49771 1.35349
H -2.67324 0.39677 6.93700
H -4.93953 1.55179 6.82568
H -5.60574 2.62034 4.66298
H -1.20597 0.39372 4.89450
H -6.02566 3.52464 3.05452
H -6.58060 4.48088 0.81356
H -4.93469 4.14729 -1.09762
H -2.81768 2.83876 -0.64723

Record 3
4 unconnected molecules or ions with the total composition H10NO3 at a distorted geometry. Source: the OMol25 dataset; level of theory: ωB97M-V with the def2-TZVPD basis set.

Results
DFT total energy	-7772.906	eV
⟨S²⟩	0.76
charge	+2
HOMO level (alpha / beta)	-18.9 / -18.9	eV
spin multiplicity	2
LUMO level (alpha / beta)	-0.3018 / -0.5945	Ha

CARTESIAN COORDINATES (ANGSTROEM)
N 0.88970 1.23797 0.56176
H 0.51023 0.43442 1.04511
H 1.57029 1.68856 1.18728
H 0.24052 1.91246 0.14499
H 1.47338 0.94630 -0.23436
H -2.37873 -0.10845 0.77219
H -1.39156 -1.06916 1.60038
O -1.59465 -0.13428 1.37546
H 0.92022 -2.57204 1.30381
H 1.04851 -2.45347 -0.20757
O 0.73875 -1.92201 0.57698
H -1.25068 0.81216 -2.23034
H -0.43877 0.63194 -3.43094
O -0.33721 0.59559 -2.46475

The highest DFT total energy belongs to which entry? H10NO3

Please write out number 3 again, unchanged.
4 unconnected molecules or ions with the total composition H10NO3 at a distorted geometry. Source: the OMol25 dataset; level of theory: ωB97M-V with the def2-TZVPD basis set.

Results
DFT total energy	-7772.906	eV
⟨S²⟩	0.76
charge	+2
HOMO level (alpha / beta)	-18.9 / -18.9	eV
spin multiplicity	2
LUMO level (alpha / beta)	-0.3018 / -0.5945	Ha

CARTESIAN COORDINATES (ANGSTROEM)
N 0.88970 1.23797 0.56176
H 0.51023 0.43442 1.04511
H 1.57029 1.68856 1.18728
H 0.24052 1.91246 0.14499
H 1.47338 0.94630 -0.23436
H -2.37873 -0.10845 0.77219
H -1.39156 -1.06916 1.60038
O -1.59465 -0.13428 1.37546
H 0.92022 -2.57204 1.30381
H 1.04851 -2.45347 -0.20757
O 0.73875 -1.92201 0.57698
H -1.25068 0.81216 -2.23034
H -0.43877 0.63194 -3.43094
O -0.33721 0.59559 -2.46475

Which formula does entry 2 have? C22H25N3O3Sr